1.
Density functional theory data (ωB97M-V/def2-TZVPD) for a cluster of 3 separate species, C3H11O3 in total.

Results
* frontier orbital gap: 8.047 eV
* total charge: -1

```
17
Properties=species:S:1:pos:R:3:forces:R:3
C 0.353 0.484 -0.305 -1.58 -1.28 -0.14
O -0.386 -0.546 0.249 -0.23 -0.55 0.05
C -0.570 1.314 -1.246 1.09 1.56 0.49
C 0.012 2.742 -1.513 -0.85 -1.03 -0.58
H 1.182 0.002 -0.838 0.30 0.52 -0.72
H 0.848 1.080 0.478 -0.28 0.61 -0.05
H -1.592 1.497 -0.912 0.15 -0.30 1.18
H -0.849 0.881 -2.213 0.97 -0.52 -0.05
H -0.679 3.042 -2.285 0.20 1.06 -0.54
H 1.024 2.717 -1.886 0.38 -0.10 -0.36
H -0.003 3.473 -0.712 -0.27 -0.26 0.44
H 0.003 -3.000 0.639 0.26 -1.28 0.05
H 0.317 -2.047 -0.208 0.31 0.00 -0.98
O 0.493 -3.048 -0.204 -0.73 1.35 1.02
H -0.313 -0.634 1.605 1.08 0.55 0.34
H 0.747 -0.340 2.994 -0.14 -0.04 -0.69
O -0.105 -0.662 2.683 -0.68 -0.30 0.54
```
Positions in Å, forces in eV/Å.

Löwdin population analysis, charges in e, atoms 1 to 4:
1. C -0.37
2. O -0.33
3. C -0.23
4. C -0.14

---

2.
Density functional theory data (ωB97M-V/def2-TZVPD) for a structure of composition C8H20Cl4N4O8.

Results
* frontier orbital gap: 8.583 eV
* total charge: 0

```
44
Properties=species:S:1:pos:R:3:forces:R:3
Cl -0.352 1.096 1.652 6.15 1.64 -3.06
C 0.114 1.394 -0.075 4.28 1.30 0.45
C 1.629 1.367 -0.375 -2.72 3.31 1.35
Cl 2.411 2.601 0.721 0.30 -0.04 -0.17
H -0.425 2.296 -0.362 1.39 0.67 0.45
H -0.450 0.688 -0.686 2.78 0.60 0.97
H 1.902 1.733 -1.364 -1.53 0.87 1.22
H 2.139 0.430 -0.152 -0.56 1.62 -1.20
Cl 1.858 -0.625 -5.185 0.17 0.02 0.53
C 1.766 -1.331 -3.553 -1.22 -0.41 1.40
C 1.547 -0.330 -2.354 1.31 -1.12 -2.45
Cl 3.015 0.587 -2.219 3.89 -1.25 -3.13
H 2.582 -2.019 -3.332 0.54 0.64 -0.29
H 0.930 -2.030 -3.564 -0.43 0.29 -0.15
H 1.384 -0.883 -1.429 0.88 0.16 -0.94
H 0.691 0.330 -2.492 0.87 0.10 -0.54
C 0.248 -1.668 0.460 0.30 -1.08 -0.11
N -0.753 -1.500 -0.614 1.25 -1.08 -0.47
O -0.475 -0.622 -1.419 -2.77 -2.32 -0.72
O -1.640 -2.279 -0.780 -1.06 -0.67 0.29
H 0.385 -2.733 0.647 -0.49 0.01 0.10
H -0.110 -1.134 1.340 0.47 -0.32 -0.49
H 1.204 -1.301 0.086 -1.02 -0.35 0.12
C -2.478 0.878 2.420 -2.54 -0.08 1.06
N -2.820 -0.545 2.225 -0.38 -1.22 2.54
O -1.813 -1.292 2.052 -3.55 0.74 0.52
O -3.994 -0.873 2.403 2.31 -0.38 -0.41
H -2.370 1.240 1.398 -0.57 0.31 1.19
H -1.530 0.825 2.956 -1.82 0.25 1.06
H -3.234 1.458 2.950 -0.41 -0.67 0.13
C -3.255 0.439 -2.092 0.45 -0.82 -0.76
N -2.831 0.518 -0.687 -1.97 -1.58 -0.81
O -3.453 -0.160 0.118 -0.16 0.60 -1.46
O -1.832 1.131 -0.438 -5.53 1.63 -0.31
H -2.366 0.508 -2.719 -0.07 0.60 0.18
H -3.998 1.208 -2.307 0.01 -0.29 0.08
H -3.555 -0.601 -2.221 -0.73 0.32 0.01
C 2.664 0.418 3.253 -0.55 1.32 0.58
N 3.137 -0.184 1.981 -1.83 -0.58 -0.38
O 2.236 -0.302 1.060 4.61 -1.72 5.74
O 4.285 -0.539 1.931 -0.40 -0.02 -0.81
H 1.911 1.152 2.965 0.08 -0.18 0.14
H 3.460 0.913 3.809 0.36 -0.08 -0.68
H 2.241 -0.259 3.994 -0.08 -0.71 -0.76
```
Positions in Å, forces in eV/Å.

Löwdin population analysis, charges in e, atoms 1 to 4:
1. Cl 0.85
2. C -0.49
3. C -0.70
4. Cl 0.60

---

3.
Density functional theory data (ωB97M-V/def2-TZVPD) for an isolated molecule of C4H9NO2.

Results
* frontier orbital gap: 10.231 eV
* total charge: 0
* SMILES string: N[C@H](C=O)CCO

```
16
Properties=species:S:1:pos:R:3:forces:R:3
O 2.321 -1.518 0.144 0.36 0.28 -1.17
C 1.274 -1.177 0.616 1.44 -0.04 2.24
C 0.586 0.214 0.527 2.08 -3.61 -3.79
C -0.718 -0.660 -0.039 -1.16 5.57 1.25
C -1.661 0.404 -0.672 0.12 -0.60 0.52
O -1.784 1.566 0.102 -0.56 0.53 0.14
N 1.213 0.950 -0.620 0.51 -1.12 0.93
H 0.822 -1.915 1.307 -0.52 0.23 -0.01
H 1.003 0.645 1.438 -1.96 0.32 0.75
H -1.131 -0.917 0.927 -0.57 -1.44 -0.41
H -0.498 -1.304 -0.881 0.59 -0.84 0.70
H -2.659 -0.035 -0.753 0.00 -0.04 -0.26
H -1.291 0.673 -1.662 0.02 0.01 -0.02
H -1.227 1.566 0.884 0.19 -0.24 -0.15
H 2.071 1.349 -0.235 -0.27 0.60 0.02
H 1.680 0.158 -1.084 -0.29 0.39 -0.73
```
Positions in Å, forces in eV/Å.

Löwdin population analysis, charges in e, atoms 1 to 4:
1. O 0.05
2. C -0.32
3. C -0.28
4. C -0.10

---

4.
Density functional theory data (ωB97M-V/def2-TZVPD) for an isolated molecule of C3H5FN2S.

Results
* frontier orbital gap: 8.670 eV
* total charge: 0
* SMILES string: [H]/N=C(/C=C\F)NS

```
12
Properties=species:S:1:pos:R:3:forces:R:3
C 0.730 -0.577 0.053 4.46 1.19 0.09
C -0.501 -0.803 0.851 3.27 -4.38 -1.86
C -1.441 0.063 1.016 -2.70 0.53 1.97
H -0.679 2.104 -1.562 -1.05 -3.68 -1.22
H 1.690 0.793 -1.226 -2.34 -0.81 0.13
H 2.631 -0.660 -0.098 1.27 0.57 -1.27
H -0.455 -1.971 1.084 -0.86 3.00 0.54
H -2.252 -0.035 1.690 -0.64 -1.21 0.65
N 0.712 0.520 -0.874 1.64 -1.76 1.36
N 1.902 -1.151 0.334 -4.90 0.07 1.17
F -1.654 1.278 0.544 1.13 1.10 -0.46
S -0.681 0.439 -1.814 0.72 5.38 -1.08
```
Positions in Å, forces in eV/Å.

Löwdin population analysis, charges in e, atoms 1 to 4:
1. C -0.50
2. C -0.08
3. C -0.23
4. H 0.05

---

5.
Density functional theory data (ωB97M-V/def2-TZVPD) for a structure of composition C38H46BIN12O2S2Sn.

Results
* frontier orbital gap (spin up / spin down): 2.998 / 2.993 eV
* total charge: -2

```
103
Properties=species:S:1:pos:R:3:forces:R:3
Sn -0.184 0.946 -0.599 2.43 0.53 -1.13
N 2.824 -4.463 3.975 0.35 -0.92 0.70
C 3.225 -5.013 5.208 -0.45 1.58 -0.28
C 3.607 -6.280 5.589 0.08 -0.10 0.28
C 3.921 -6.445 6.940 0.05 0.14 0.23
C 3.853 -5.373 7.851 -0.04 0.07 -0.32
C 3.463 -4.091 7.449 0.06 -0.45 0.37
C 3.139 -3.901 6.123 -0.19 -0.44 -1.66
N 2.701 -2.753 5.455 0.16 -1.40 -0.59
C 2.519 -3.152 4.196 0.09 0.96 0.89
C 1.999 -2.263 3.157 0.50 -0.41 0.58
C 1.790 -2.701 1.854 -0.75 0.89 -0.86
C 1.175 -1.825 0.953 0.12 0.16 0.97
N 0.780 -0.569 1.284 0.80 -1.06 0.72
C 1.041 -0.151 2.541 0.23 -1.02 0.11
C 1.664 -0.965 3.508 -0.75 0.93 -1.16
H 2.751 -4.964 3.092 -0.02 0.40 0.52
H 3.652 -7.102 4.881 0.02 0.08 0.14
H 4.227 -7.423 7.311 -0.07 0.21 -0.14
H 4.116 -5.557 8.890 -0.06 0.04 -0.12
H 3.364 -3.253 8.126 0.14 -0.11 0.16
H 2.043 -3.685 1.478 0.03 -0.05 0.23
H 0.985 -2.210 -0.047 -0.06 0.61 0.04
H 0.702 0.841 2.836 0.03 -0.10 -0.39
H 1.819 -0.554 4.493 0.09 -0.28 0.14
B -5.061 -1.312 -0.048 -0.69 -0.06 0.23
C -3.553 -0.970 -0.197 1.87 0.56 -0.28
N -2.423 -0.702 -0.345 -1.95 -1.27 0.20
H -5.177 -2.140 0.844 -0.04 -0.02 -0.01
H -5.674 -0.290 0.237 0.06 -0.11 -0.04
H -5.442 -1.767 -1.110 -0.06 -0.03 -0.04
C 3.165 3.089 -1.454 0.60 0.40 0.08
C 3.230 1.561 -1.519 -0.31 -0.42 0.13
C 4.118 1.152 -2.724 0.10 0.32 0.45
C 3.874 1.023 -0.235 0.82 0.11 0.20
C 1.867 0.983 -1.656 -2.77 -0.59 0.04
H 4.170 3.507 -1.340 0.29 0.08 -0.03
H 2.601 3.473 -0.606 -0.28 -0.30 0.07
H 2.741 3.535 -2.356 -0.12 -0.22 -0.09
H 5.129 1.549 -2.603 0.24 0.11 0.02
H 3.724 1.549 -3.659 -0.20 -0.02 -0.04
H 4.216 0.069 -2.810 -0.20 -0.12 0.05
H 4.900 1.380 -0.119 0.50 0.08 0.03
H 3.899 -0.069 -0.224 -0.09 0.00 -0.16
H 3.362 1.340 0.668 -0.46 0.11 -0.02
H 1.803 0.041 -2.234 0.29 0.17 -0.03
I -4.993 3.293 -4.091 -0.54 0.06 -0.15
C -2.979 2.953 -3.954 2.13 -0.41 -0.08
C -2.050 3.755 -4.652 -1.00 -0.70 0.40
C -0.694 3.453 -4.565 -0.21 -0.29 0.37
C -0.290 2.424 -3.724 -0.79 0.02 -0.18
N -1.163 1.687 -3.005 -0.30 0.62 -0.61
C -2.475 1.918 -3.118 0.46 0.91 -1.05
H -2.436 4.577 -5.245 0.18 -0.02 -0.05
H 0.070 3.997 -5.107 -0.15 0.16 -0.05
H 0.767 2.184 -3.626 -0.12 -0.24 0.45
H -3.150 1.304 -2.535 0.07 -0.05 0.09
C -1.918 -1.423 -3.564 0.03 -0.19 0.27
N -0.495 -1.152 -3.263 -0.13 -0.80 -0.49
C 0.076 -2.356 -2.624 -0.24 0.19 -0.36
N -0.034 -3.560 -3.471 -0.36 0.30 -0.97
C -1.470 -3.754 -3.785 -0.16 0.33 0.32
N -2.106 -2.589 -4.447 1.15 -0.39 -0.37
C -1.344 -2.329 -5.693 -0.05 -0.12 0.29
N 0.103 -2.080 -5.468 -0.52 -0.69 0.53
C 0.204 -0.936 -4.548 0.08 -0.02 0.46
C 0.647 -3.263 -4.758 -0.11 -0.01 0.17
H -2.367 -0.564 -4.062 0.13 0.13 0.05
H -2.463 -1.614 -2.636 0.16 0.16 -0.01
H -0.473 -2.564 -1.700 0.10 0.23 0.01
H 1.139 -2.178 -2.431 -0.13 0.09 0.15
H -2.008 -3.938 -2.845 0.11 0.03 -0.16
H -1.578 -4.633 -4.424 0.04 0.00 -0.07
H -1.792 -1.457 -6.183 0.16 -0.02 0.05
H -1.457 -3.192 -6.360 0.06 0.04 0.07
H -0.229 -0.078 -5.057 -0.04 0.22 0.13
H 1.261 -0.740 -4.341 -0.10 0.08 0.02
H 1.713 -3.098 -4.544 -0.25 0.04 -0.12
H 0.543 -4.143 -5.408 0.04 0.16 0.08
N -4.423 2.602 5.058 -0.33 -0.81 1.67
C -4.011 2.955 3.810 0.66 0.30 -2.32
C -3.919 4.317 3.438 -0.06 -0.67 0.10
C -3.520 4.684 2.160 -0.06 -0.77 -0.09
C -3.210 3.685 1.225 -0.22 0.40 0.38
C -3.306 2.324 1.545 -0.60 0.43 0.97
C -3.725 1.958 2.833 0.19 1.35 -0.12
S -2.566 4.166 -0.350 1.32 -1.30 -1.18
O -2.371 5.602 -0.370 -0.40 0.14 0.27
O -3.380 3.599 -1.396 -0.37 0.35 0.73
N -1.117 3.372 -0.423 -1.00 1.98 0.79
C -0.306 3.786 0.580 0.97 -2.25 -0.09
S -0.406 5.305 1.435 0.61 -0.18 0.05
C 0.853 4.768 2.460 1.10 -1.52 0.42
C 1.289 3.495 2.119 -0.69 0.91 -0.45
N 0.646 2.898 1.043 -1.19 2.61 0.30
H -4.285 3.279 5.799 0.01 -0.23 -0.30
H -4.215 1.643 5.343 -0.10 0.66 -0.18
H -4.172 5.070 4.176 0.03 0.07 -0.01
H -3.440 5.730 1.878 0.04 -0.22 0.00
H -3.104 1.547 0.821 0.18 0.00 -0.14
H -3.813 0.917 3.090 -0.04 -0.28 0.02
H 1.206 5.353 3.299 -0.01 0.00 -0.13
H 2.090 2.946 2.608 -0.14 0.17 -0.01
```
Positions in Å, forces in eV/Å.

Löwdin population analysis, charges in e, atoms 1 to 4:
1. Sn 1.18
2. N 0.16
3. C -0.17
4. C -0.05

---

6.
Density functional theory data (ωB97M-V/def2-TZVPD) for a cluster of 2 separate species, CH2O2S in total.

Results
* frontier orbital gap (spin up / spin down): 8.712 / 9.058 eV
* total charge: 0

```
6
Properties=species:S:1:pos:R:3:forces:R:3
C -0.482 -0.221 0.818 2.75 -0.56 -1.54
O -0.929 -2.751 1.488 0.11 0.19 -0.61
O 1.421 -2.033 1.237 -0.22 -0.10 -0.41
S 0.031 -1.810 0.978 -0.20 1.02 1.35
H 1.265 0.354 -0.259 -2.20 -0.61 1.28
H -1.321 -0.075 0.153 -0.24 0.05 -0.06
```
Positions in Å, forces in eV/Å.

Löwdin population analysis, charges in e, atoms 1 to 4:
1. C -0.16
2. O -0.32
3. O -0.34
4. S 0.63